No. 1
Entry from the OMol25 dataset: a structure of composition C42H48N5O3P2PdS2 (ωB97M-V/def2-TZVPD).

**Charge**: +1
**Calculated total energy**: -101648.5988 eV
**Relative energy (zero: lowest compared OMol25 entry of this formula, charge and spin)**: 91.2 kJ/mol
**Expectation value of S²**: 2.01
**2S+1**: 3

Each line ends with the natural charge from an NBO analysis.
Geometry (Å):
Pd 0.583 0.686 -0.363  0.524
O 1.178 4.343 1.239  -0.624
C 0.149 3.724 1.016  0.759
O 0.021 2.446 1.213  -0.760
C -1.073 4.344 0.432  -0.085
C -1.351 5.703 0.424  -0.176
C -2.521 6.152 -0.163  -0.191
C -3.374 5.258 -0.794  -0.184
C -3.083 3.906 -0.821  -0.188
C -1.944 3.443 -0.175  -0.373
P -1.542 1.684 0.000  1.240
C -2.369 1.050 -1.543  -0.380
C -3.728 0.854 -1.762  -0.222
C -4.175 0.438 -3.006  -0.203
C -3.276 0.190 -4.030  -0.199
C -1.924 0.420 -3.831  -0.230
C -1.479 0.867 -2.602  -0.151
C -2.513 1.162 1.444  -0.396
C -3.349 0.052 1.377  -0.194
C -4.017 -0.394 2.503  -0.215
C -3.856 0.257 3.714  -0.185
C -3.043 1.377 3.783  -0.235
C -2.381 1.834 2.658  -0.112
H -0.664 6.393 0.885  0.238
H -2.766 7.203 -0.147  0.226
H -4.270 5.616 -1.277  0.224
H -3.729 3.226 -1.354  0.226
H -4.438 1.027 -0.967  0.229
H -5.234 0.312 -3.170  0.223
H -3.627 -0.172 -4.983  0.226
H -1.220 0.255 -4.632  0.222
H -0.405 1.101 -2.461  0.207
H -3.458 -0.477 0.445  0.235
H -4.655 -1.263 2.432  0.221
H -4.357 -0.107 4.599  0.222
H -2.915 1.893 4.722  0.224
H -1.745 2.704 2.730  0.221
O -1.021 -1.173 0.175  -1.031
S -1.171 -2.655 0.317  1.295
C -2.922 -3.004 -0.009  -0.271
C -3.538 -2.467 -1.126  -0.215
C -4.873 -2.743 -1.366  -0.191
C -5.574 -3.562 -0.494  -0.183
C -4.954 -4.087 0.629  -0.223
C -3.621 -3.802 0.880  -0.151
C -0.602 -3.355 -1.250  -0.249
C -0.284 -2.514 -2.296  -0.232
C 0.192 -3.055 -3.477  -0.150
C 0.334 -4.427 -3.602  -0.208
C -0.004 -5.261 -2.550  -0.197
C -0.467 -4.726 -1.361  -0.205
H -2.973 -1.837 -1.796  0.242
H -5.358 -2.325 -2.236  0.225
H -6.609 -3.794 -0.697  0.227
H -5.515 -4.715 1.305  0.228
H -3.129 -4.204 1.752  0.218
H -0.399 -1.442 -2.182  0.239
H 0.457 -2.402 -4.293  0.211
H 0.700 -4.853 -4.523  0.225
H 0.089 -6.329 -2.657  0.226
H -0.724 -5.363 -0.529  0.222
C 0.438 -2.454 3.634  -0.620
C 1.021 -1.059 3.415  -0.229
N 1.250 -0.796 2.006  -0.601
C 2.162 -1.416 1.243  0.349
S 1.992 -1.365 -0.446  -0.225
N 3.186 -2.068 1.793  -0.585
C 4.224 -2.771 1.069  -0.225
C 4.212 -4.254 1.409  -0.612
H 0.278 -2.616 4.696  0.227
H 1.105 -3.227 3.255  0.206
H -0.513 -2.537 3.115  0.213
H 1.949 -0.939 3.984  0.193
H 0.319 -0.302 3.767  0.233
H 0.449 -0.396 1.480  0.431
H 3.264 -2.082 2.799  0.405
H 5.189 -2.331 1.332  0.203
H 4.052 -2.631 0.000  0.237
H 4.282 -4.401 2.485  0.206
H 5.057 -4.752 0.939  0.230
H 3.296 -4.715 1.049  0.214
C 5.558 1.543 0.402  -0.066
N 4.641 2.454 1.059  -0.458
C 4.779 3.782 0.483  -0.074
N 4.588 3.776 -0.958  -0.453
C 5.527 2.855 -1.568  -0.068
N 5.394 1.507 -1.043  -0.459
C 4.145 0.911 -1.440  -0.508
P 2.655 1.842 -0.778  0.775
C 3.271 2.000 0.977  -0.528
C 3.233 3.546 -1.355  -0.478
H 5.422 0.533 0.804  0.189
H 6.578 1.873 0.613  0.206
H 5.788 4.147 0.691  0.204
H 4.048 4.442 0.952  0.221
H 6.537 3.218 -1.359  0.208
H 5.371 2.837 -2.649  0.199
H 4.117 -0.120 -1.075  0.239
H 4.092 0.889 -2.533  0.221
H 3.180 1.032 1.489  0.216
H 2.631 2.730 1.481  0.275
H 2.584 4.308 -0.917  0.250
H 3.163 3.597 -2.447  0.221

Forces on the atoms, in the same order (eV/Å):
0.56 0.45 -0.48
-0.32 0.13 0.05
0.66 0.82 -0.15
-0.07 -0.93 0.20
-0.25 -0.18 -0.20
0.08 -0.05 0.07
0.02 0.02 -0.02
-0.04 0.03 -0.01
0.07 -0.02 -0.04
0.26 0.18 0.02
-0.99 0.34 -0.43
0.30 0.09 0.39
0.07 -0.07 0.03
-0.12 0.00 0.06
0.00 -0.02 -0.05
0.00 -0.01 -0.05
0.36 0.15 0.08
0.14 -0.17 -0.08
0.06 0.06 -0.08
-0.09 -0.09 -0.01
0.03 -0.01 0.00
-0.01 0.02 0.08
0.08 0.07 -0.05
0.14 0.05 0.08
0.01 0.09 0.00
-0.08 0.05 -0.04
-0.07 0.06 0.04
-0.08 0.00 0.07
-0.11 -0.06 -0.04
-0.06 0.01 -0.13
0.07 -0.01 -0.13
-0.60 -0.18 -0.14
-0.03 -0.04 0.02
-0.07 -0.08 -0.02
-0.06 0.00 0.06
-0.01 0.09 0.09
0.01 0.02 0.03
-0.18 0.44 0.10
-0.58 -0.72 -0.93
0.28 -0.06 0.32
0.04 0.02 -0.13
0.19 0.09 -0.01
-0.05 -0.06 0.06
-0.17 -0.01 -0.06
0.14 0.00 0.03
0.08 0.05 0.29
-0.10 0.29 -0.01
-0.03 -0.02 0.00
-0.01 -0.05 -0.07
-0.02 -0.06 -0.02
-0.01 0.09 0.10
0.05 0.07 -0.14
-0.02 0.00 -0.04
-0.11 -0.02 0.02
0.01 -0.05 0.06
0.06 -0.05 0.14
0.00 -0.15 0.02
0.02 0.07 -0.13
0.05 -0.02 -0.10
0.04 -0.16 0.01
-0.03 -0.17 0.12
0.06 0.29 0.07
-0.01 -0.28 0.22
-0.24 0.14 -0.17
-0.20 0.08 0.04
-0.03 0.12 -0.35
-0.34 0.28 0.39
0.36 -0.40 -0.16
0.00 0.19 -0.07
-0.05 -0.11 0.12
0.00 -0.07 0.00
-0.08 -0.06 0.03
-0.05 0.15 -0.04
0.16 0.01 0.00
0.69 -0.66 0.70
-0.10 0.01 0.03
-0.02 0.03 -0.07
0.10 0.08 0.19
0.03 -0.09 0.10
0.06 -0.06 -0.01
-0.11 -0.09 0.00
0.18 -0.03 0.04
0.25 -0.06 0.30
0.05 0.07 0.14
0.40 0.52 -0.10
0.11 0.09 -0.03
0.45 0.00 -0.14
-0.40 -0.38 -0.19
0.81 0.04 0.41
-0.37 -0.06 0.26
-0.86 -0.10 -0.21
0.00 0.07 -0.02
-0.01 -0.05 0.02
-0.07 0.01 0.00
0.04 0.05 -0.06
-0.02 -0.06 -0.04
0.04 0.03 0.03
-0.09 0.21 -0.14
-0.05 -0.08 0.02
-0.06 0.16 -0.14
-0.01 -0.26 -0.05
-0.03 -0.07 -0.07
-0.11 0.00 0.10


No. 2
Entry from the OMol25 dataset: a structure of composition C42H48NP2Sb2Ti (ωB97M-V/def2-TZVPD).

**Charge**: +1
**Calculated total energy**: -100583.8676 eV
**Relative energy (zero: lowest compared OMol25 entry of this formula, charge and spin)**: 116.5 kJ/mol
**Expectation value of S²**: 2.01
**2S+1**: 3

Each line ends with the Löwdin charge.
Geometry (Å):
Ti 1.715 1.080 0.428  0.210
C 3.716 1.433 1.692  -0.196
C 4.111 1.278 0.357  -0.175
C 3.453 2.331 -0.405  -0.220
C 2.778 3.173 0.459  -0.218
C 2.935 2.674 1.769  -0.162
H 3.934 0.858 2.567  0.090
H 4.731 0.478 -0.055  0.109
H 3.531 2.431 -1.507  0.120
H 2.247 4.085 0.235  0.110
H 2.524 3.099 2.698  0.110
C -2.159 1.156 -2.895  -0.092
N -1.234 0.921 -1.707  -0.521
P -1.270 -0.480 -0.730  0.964
C -1.870 -1.761 -1.922  -0.362
C -3.208 -2.075 -2.108  -0.100
C -3.590 -3.162 -2.908  -0.048
C -2.609 -3.781 -3.644  -0.074
C -1.271 -3.433 -3.539  -0.061
C -0.901 -2.494 -2.595  -0.104
C -2.770 -0.287 0.262  -0.388
C -3.431 0.927 0.435  -0.094
C -4.595 1.076 1.227  -0.046
C -5.157 -0.076 1.770  -0.072
C -4.577 -1.295 1.516  -0.091
C -3.411 -1.446 0.803  -0.123
P 0.078 1.955 -1.468  0.931
C -0.630 3.627 -1.624  -0.340
C 0.145 4.791 -1.959  -0.076
C -0.396 6.023 -1.642  -0.067
C -1.711 6.167 -1.134  -0.065
C -2.529 5.072 -1.054  -0.061
C -1.985 3.774 -1.256  -0.090
C 1.077 1.688 -2.992  -0.325
C 0.659 2.343 -4.152  -0.118
C 1.126 2.024 -5.381  -0.063
C 2.179 1.104 -5.520  -0.052
C 2.577 0.400 -4.400  -0.079
C 1.975 0.622 -3.174  -0.112
H -2.219 2.190 -3.220  0.067
H -3.126 0.636 -2.688  0.087
H -1.798 0.572 -3.782  0.094
H -4.037 -1.510 -1.658  0.115
H -4.603 -3.438 -2.952  0.098
H -2.890 -4.673 -4.133  0.099
H -0.516 -4.045 -4.010  0.109
H 0.133 -2.237 -2.421  0.076
H -3.009 1.786 0.048  0.037
H -5.001 2.049 1.343  0.099
H -6.041 0.008 2.334  0.097
H -5.093 -2.170 1.873  0.110
H -2.951 -2.493 0.519  0.151
H 1.116 4.713 -2.468  0.119
H 0.112 6.920 -1.767  0.085
H -2.056 7.198 -0.978  0.117
H -3.546 5.201 -0.823  0.093
H -2.685 2.952 -1.191  0.065
H -0.063 3.125 -4.007  0.090
H 0.813 2.439 -6.302  0.101
H 2.640 0.952 -6.480  0.108
H 3.325 -0.378 -4.500  0.108
H 2.191 -0.084 -2.367  0.052
C 3.035 -3.061 -1.262  -0.294
Sb 2.240 -1.756 0.263  1.324
C 3.881 -1.959 1.634  -0.285
C 0.774 -3.202 1.118  -0.255
C 1.092 -3.274 2.561  -0.337
C 1.917 -4.319 2.940  -0.076
C 2.224 -4.534 4.299  -0.050
C 1.588 -3.737 5.297  -0.075
C 0.737 -2.777 4.874  -0.082
C 0.380 -2.550 3.536  -0.294
C -0.675 -1.585 3.204  -0.290
Sb 0.163 0.415 2.866  1.341
C -1.629 1.397 3.594  -0.286
C 1.420 0.667 4.636  -0.269
H 3.634 -3.851 -0.843  0.006
H 3.622 -2.543 -2.026  0.004
H 2.111 -3.489 -1.694  -0.005
H 4.758 -1.567 1.213  -0.014
H 4.028 -2.983 1.911  -0.004
H 3.610 -1.454 2.615  0.033
H 0.934 -4.146 0.589  0.074
H -0.177 -2.704 0.892  0.011
H 2.403 -4.957 2.191  0.121
H 2.814 -5.440 4.569  0.115
H 1.877 -3.830 6.345  0.111
H 0.174 -2.233 5.628  0.116
H -1.431 -1.418 4.025  0.095
H -1.242 -1.862 2.347  0.009
H -1.699 1.119 4.664  0.019
H -2.453 0.947 3.020  -0.019
H -1.650 2.488 3.441  0.016
H 0.731 0.487 5.429  -0.015
H 1.641 1.734 4.627  -0.002
H 2.286 -0.036 4.680  0.027

Forces on the atoms, in the same order (eV/Å):
-0.50 -0.28 0.69
-0.95 1.97 0.30
-0.99 0.45 -0.89
1.78 -1.48 -1.86
-0.39 0.73 1.41
0.06 -1.29 0.36
0.35 -0.31 0.07
-0.31 0.39 0.10
0.01 0.03 1.00
-0.04 -0.03 -0.24
0.25 -0.24 -0.69
0.41 -2.50 -0.12
-0.94 0.88 -0.99
-0.20 0.00 -0.50
0.05 0.28 0.63
-1.22 -0.17 -0.30
1.59 1.74 0.42
0.07 -0.50 0.53
0.16 -0.51 0.71
-0.05 0.55 -0.49
-1.66 -0.75 0.41
-0.77 -1.14 1.51
1.27 -1.63 -0.82
0.75 1.51 -0.77
-0.03 -1.24 0.21
1.85 -0.72 -1.18
1.04 -0.61 -0.41
-0.36 0.49 -0.19
-0.64 -0.81 0.62
-1.54 -1.09 0.53
1.01 0.48 -0.87
1.41 -1.06 -0.16
0.24 1.55 -0.11
-0.33 -0.49 -0.75
-0.45 0.52 1.17
1.88 -1.02 -1.13
-0.71 0.40 0.70
0.17 -0.38 -0.29
-0.25 0.16 0.84
-0.22 -0.01 0.47
0.46 1.07 0.09
0.13 0.48 0.69
0.70 -0.18 0.09
-1.08 -0.41 -0.18
-0.10 -0.72 -1.05
0.02 0.12 -0.29
0.29 -0.13 -0.04
0.80 1.47 -0.71
-0.46 0.63 0.22
-0.97 -0.11 0.65
0.02 -0.28 0.14
-1.16 2.10 0.95
-0.36 -0.07 0.56
1.23 1.31 -0.49
-0.06 -0.62 0.13
-1.18 -0.05 0.31
0.49 0.02 0.06
-0.36 0.28 -0.35
-0.68 0.86 -0.47
0.03 -0.16 -0.19
0.01 0.01 0.08
0.09 0.47 0.00
-0.94 0.38 -0.41
0.44 -0.40 0.15
-1.99 0.12 1.87
0.71 1.46 -0.73
-1.51 -0.78 -0.07
1.29 -0.28 1.85
-0.62 -0.60 0.00
2.24 -1.36 -0.94
-1.70 1.06 0.10
1.24 -0.76 0.30
-0.44 1.32 1.20
-0.04 0.09 -0.04
0.19 -0.14 0.03
-0.19 -0.43 -1.11
0.14 -0.26 0.34
-0.24 -0.01 0.11
0.65 0.05 -0.12
1.18 0.70 -0.51
0.13 -0.68 -0.11
0.42 -0.32 -1.26
-0.27 0.26 0.11
0.15 -0.55 -0.06
-0.33 0.24 0.20
-0.30 1.06 -0.12
-0.35 -0.17 -0.27
0.12 0.17 -0.01
0.92 -0.31 -0.60
-0.38 -0.10 -0.79
-0.13 0.32 -0.57
0.21 0.12 0.31
0.15 -0.49 0.18
-0.26 -0.26 0.86
0.50 -0.20 0.09
-0.66 0.83 -0.11


Q: Which of these has the lowest relative energy (zero: lowest compared OMol25 entry of this formula, charge and spin)?
A: C42H48N5O3P2PdS2


Q: Which value of relative energy (zero: lowest compared OMol25 entry of this formula, charge and spin) does entry 2 give?
A: 116.5 kJ/mol